# 1
This record from the OMol25 dataset describes a 3-piece molecular cluster, C31H60BNO13S2 overall in a non-equilibrium geometry. The level of theory is wB97M-V/def2-TZVPD.

```
108
Properties=species:S:1:pos:R:3:forces:R:3:lowdin_charge:R:1
C -5.08851 1.55878 2.61522 0.420 0.163 -0.567 -0.130
C -4.58286 2.07678 1.16895 -0.021 0.893 0.493 -0.277
C -5.57404 1.71248 -0.03947 -0.115 -0.414 0.702 -0.210
C -6.05391 0.18072 -0.09009 -0.333 -0.202 -1.231 -0.209
C -5.21699 -0.72411 -1.13556 -0.244 -0.374 1.085 -0.202
C -3.63793 -0.79107 -0.83334 0.352 -0.596 -0.742 -0.178
C -2.76581 -0.41083 -2.15613 0.000 -0.618 -0.059 -0.191
C -1.53885 -1.44203 -2.39547 0.003 0.680 0.355 -0.206
C -0.61529 -1.52902 -1.08055 -0.203 1.004 -0.656 -0.213
C 0.91633 -1.91159 -1.37637 -0.827 -1.189 0.590 -0.190
C 1.53828 -2.59415 -0.03634 0.448 0.412 -0.782 -0.187
C 2.58026 -1.60628 0.73933 -0.541 -1.534 -0.084 -0.183
C 2.13682 -1.42538 2.27306 1.104 0.065 0.663 -0.194
C 2.03982 0.09454 2.77681 -0.674 -0.251 0.324 -0.215
C 1.23212 1.08052 1.80606 0.409 0.861 0.956 -0.203
C 1.43587 2.60483 2.36738 -0.861 -0.017 -1.460 -0.176
C 2.01816 3.52841 1.15198 -0.608 -0.924 1.396 -0.173
C 0.79202 3.76433 0.14985 1.084 0.891 -0.014 -0.110
C 1.18202 4.40836 -1.26548 -0.144 0.008 -0.865 -0.275
B -0.31558 4.68080 -1.91899 -1.611 -0.716 -1.315 -0.457
O -0.79770 5.97712 -2.31831 1.219 -1.810 -0.417 0.108
O -1.25979 3.57054 -2.07777 0.871 1.894 1.237 -0.058
C -2.33613 3.67008 -1.10097 -0.333 -0.969 1.200 -0.094
N 1.76235 5.79270 -1.32007 1.478 -0.342 -0.943 0.073
C 2.32618 5.99865 -2.68739 -0.182 2.461 -0.338 -0.333
O 2.76751 7.10746 -3.09761 -1.442 -4.481 1.607 0.035
C 2.24015 4.59740 -3.50526 0.380 0.478 0.225 -0.051
C 2.24793 3.61585 -2.20967 0.469 0.003 -1.629 -0.182
C 3.80314 3.65682 -1.78078 0.390 -0.623 1.142 -0.168
C 4.40111 2.17953 -1.40622 -0.110 2.167 0.505 -0.156
C 5.67454 2.47810 -0.43273 -0.136 -1.624 -0.092 -0.089
C 5.49978 1.89311 1.04331 1.173 1.787 2.918 -0.377
O 5.87703 2.54061 2.05889 -1.479 -2.753 -4.194 0.053
O 4.94108 0.56712 1.21777 -0.012 2.830 -0.802 0.001
H -6.17921 1.86799 2.74470 1.365 -0.639 -0.129 0.078
H -4.96116 0.42154 2.66995 -0.365 1.664 0.138 0.068
H -4.49347 2.05066 3.47378 -0.822 -0.826 -1.463 0.077
H -4.56764 3.23065 1.24392 0.098 -1.681 -0.232 0.105
H -3.49065 1.76648 0.97249 -1.746 0.263 0.300 0.079
H -6.51566 2.36864 0.10701 1.554 -0.943 -0.413 0.114
H -5.07484 1.95011 -1.04486 -0.832 -0.148 1.419 0.096
H -7.13850 0.19363 -0.49226 1.599 -0.129 0.774 0.109
H -6.07089 -0.35399 0.91734 0.087 0.953 -1.257 0.100
H -5.42822 -0.40189 -2.20931 0.361 -0.227 1.445 0.101
H -5.62267 -1.79847 -1.02491 0.526 1.609 -0.299 0.106
H -3.38138 -1.88587 -0.57303 -0.423 1.711 -0.331 0.081
H -3.31375 -0.17521 0.08191 -0.621 -0.806 -1.478 0.103
H -2.36963 0.66846 -2.08091 -0.521 -1.606 -0.179 0.099
H -3.45161 -0.48868 -3.08522 1.037 0.290 1.496 0.104
H -0.91015 -1.07161 -3.27718 -0.828 -0.448 1.131 0.106
H -1.94781 -2.47652 -2.68786 0.565 1.442 0.548 0.109
H -0.60012 -0.46452 -0.62004 -0.143 -1.630 -0.530 0.112
H -1.14292 -2.22267 -0.34005 1.132 0.865 -0.966 0.088
H 0.95266 -2.68391 -2.22518 -0.104 1.096 1.127 0.106
H 1.49910 -0.99774 -1.73251 -0.728 -1.145 0.571 0.099
H 0.67562 -2.91761 0.64366 1.376 0.540 -0.983 0.081
H 2.09302 -3.55209 -0.34671 -0.819 1.392 0.531 0.103
H 2.65564 -0.63773 0.14134 -0.139 -1.174 0.940 0.068
H 3.60657 -2.13557 0.68499 -1.509 1.148 0.190 0.111
H 1.17871 -2.01164 2.54461 1.423 1.098 -0.789 0.110
H 2.96690 -1.92259 2.91016 -1.391 0.758 -0.865 0.109
H 3.07055 0.54163 3.05417 -1.538 -0.769 -0.732 0.111
H 1.45698 0.06938 3.77684 0.921 0.142 -1.513 0.123
H 1.60537 1.10647 0.72550 -0.436 -0.423 1.361 0.079
H 0.11182 0.81831 1.78598 1.737 0.227 -0.008 0.119
H 2.10128 2.64234 3.29181 -1.005 -0.066 -1.239 0.110
H 0.37054 2.99676 2.56484 1.764 -0.354 0.243 0.108
H 2.44135 4.48391 1.61993 -0.668 -1.118 -0.969 0.124
H 2.88569 2.93242 0.71140 -1.158 0.970 0.264 0.079
H 0.21980 2.78831 -0.07671 1.022 1.516 0.408 0.124
H 0.07753 4.50929 0.67400 0.962 -1.263 -0.739 0.145
H -0.98297 6.00861 -3.28810 -0.177 -0.128 1.257 0.129
H -2.70491 4.73318 -0.91384 0.363 -1.351 -0.613 0.110
H -1.93539 3.28146 -0.08505 -0.669 0.621 -1.494 0.083
H -3.19003 2.94241 -1.37298 1.379 1.439 0.125 0.083
H 2.47814 5.95103 -0.59718 -0.455 0.258 -0.502 0.128
H 1.39624 4.46440 -4.27128 0.648 0.467 1.553 0.129
H 3.16606 4.58274 -4.18488 -1.164 -0.212 1.303 0.122
H 1.99323 2.51657 -2.42413 0.025 1.683 0.144 0.152
H 4.50261 4.06248 -2.59301 -1.301 -0.402 1.008 0.123
H 3.96329 4.35038 -0.86807 -0.332 -1.186 -1.400 0.112
H 4.73187 1.67124 -2.37318 -0.658 0.409 1.550 0.120
H 3.55279 1.64200 -0.85856 1.389 0.293 -0.919 0.082
H 5.92390 3.58529 -0.34843 -0.400 -1.580 -0.051 0.122
H 6.57198 1.92545 -0.89441 -1.146 0.850 0.901 0.130
H 3.98010 0.71073 1.02661 0.849 -0.604 0.110 0.050
O -4.20272 -4.12816 0.73662 0.862 -0.314 -0.561 -0.227
S -3.25479 -4.87687 -0.03389 -0.042 -0.067 0.098 0.632
O -1.84261 -4.65961 0.04766 -1.060 -0.048 0.162 -0.223
O -3.70113 -4.80567 -1.59271 -0.125 -0.045 0.814 -0.203
C -3.91573 -6.12680 -2.08995 0.266 -0.523 -0.225 -0.170
C -4.34097 -6.94711 -0.88164 -0.600 0.070 -0.216 -0.173
O -3.54510 -6.45694 0.19716 0.499 0.654 -0.337 -0.187
H -2.97170 -6.49289 -2.50332 -0.069 -0.027 0.010 0.134
H -4.67542 -6.12043 -2.87235 0.047 0.237 0.140 0.136
H -4.17800 -8.01516 -1.02568 0.184 0.132 0.191 0.137
H -5.39181 -6.76999 -0.63419 0.030 -0.046 -0.084 0.134
O 1.26988 -4.70520 2.28854 0.284 -0.634 0.942 -0.228
S 1.91128 -5.55773 3.24430 -0.064 0.041 -0.061 0.651
O 1.20008 -6.22163 4.29370 0.322 0.477 -0.903 -0.220
O 3.15453 -4.74216 3.89476 -0.505 -0.260 -0.616 -0.197
C 4.36895 -5.45668 3.66465 0.367 -0.461 0.181 -0.171
C 4.14230 -6.22969 2.37442 0.334 0.469 -0.288 -0.173
O 2.78358 -6.66298 2.43620 -0.312 0.295 0.741 -0.189
H 4.53077 -6.13422 4.50775 0.037 0.015 -0.066 0.133
H 5.20906 -4.76533 3.58920 -0.257 0.110 0.015 0.137
H 4.81406 -7.08252 2.27690 -0.280 -0.066 0.055 0.136
H 4.25058 -5.57997 1.50074 0.075 -0.016 0.057 0.131
```
Positions in Å, forces in eV/Å.

## Properties
Orbital gap in eV: 9.877
Highest occupied orbital energy in eV: -9.411
SMILES: CCCCCCCCCCCCCCCCCC[C@@]1(B(O)OC)NC(=O)C[C@H]1CCCC(=O)O.O=S1(=O)OCCO1.O=S1(=O)OCCO1
Max |F| in eV Å⁻¹: 5.2

=====

# 2
This record from the OMol25 dataset describes a 3-piece molecular cluster, C31H61NO7P overall in a non-equilibrium geometry. The level of theory is wB97M-V/def2-TZVPD.

```
101
Properties=species:S:1:pos:R:3:forces:R:3:lowdin_charge:R:1
C 9.57064 -2.74195 -0.14577 0.670 0.027 0.133 -0.156
C 9.67141 -1.15732 0.31725 -0.113 -0.098 -0.272 -0.270
C 8.53366 -0.26581 -0.46275 0.274 -0.315 0.536 -0.240
C 7.06660 -0.64486 0.20365 0.140 1.224 -0.350 -0.205
C 5.86567 0.25673 -0.46446 -0.402 0.429 0.408 -0.220
C 4.56790 -0.61739 -0.96446 -0.402 0.633 -0.603 -0.220
C 3.24084 -0.25336 -0.05846 -0.313 0.259 -0.386 -0.208
C 2.39990 0.90004 -0.90661 0.422 0.683 0.838 -0.225
C 1.46488 1.84745 0.07140 0.623 -0.661 -0.347 -0.214
C 0.02853 1.13285 0.45432 0.652 0.551 0.618 -0.190
C -1.21398 2.19677 0.19954 -0.247 -0.945 0.273 -0.147
C -2.13330 1.85620 -1.11496 -2.632 -0.660 -2.836 -0.007
C -1.56461 1.32286 -2.57643 -3.232 0.784 1.264 0.103
N -2.48707 1.03629 -3.77991 -2.679 1.670 3.955 0.024
C -4.01068 1.25472 -3.70460 0.983 1.084 3.945 0.054
C -4.71275 1.76822 -2.31213 4.512 -0.770 -0.612 0.070
C -3.76640 2.05336 -0.99799 0.693 -1.492 -3.424 0.065
C -4.55061 2.53155 0.38525 0.024 5.002 0.790 -0.247
O -4.63024 3.84568 0.60901 0.382 -9.021 -1.174 0.055
O -5.05183 1.45777 1.25680 0.116 2.404 -2.944 -0.099
C -6.40485 1.00837 0.81696 -1.801 0.722 0.113 -0.182
C -6.72948 -0.56181 1.15876 -1.425 0.809 0.176 -0.188
P -5.55327 -1.82962 0.34826 5.844 1.074 -0.402 0.787
O -4.06919 -1.22797 0.19702 -5.477 -1.814 0.528 -0.383
O -6.08472 -2.21221 -1.26512 0.407 -1.141 3.884 -0.289
C -5.86084 -3.62407 -1.61226 -0.211 -2.334 -2.248 -0.282
C -7.27461 -4.51321 -1.70259 -0.214 0.635 -0.167 -0.103
O -5.42777 -3.19732 1.42576 -0.818 2.844 -1.730 -0.308
C -5.07944 -2.79541 2.79741 -0.048 -0.445 1.941 -0.295
C -3.80364 -3.67395 3.35548 -0.237 0.717 0.575 -0.089
H 9.09447 -2.82372 -1.21926 0.906 0.117 2.158 0.074
H 10.67106 -3.19698 -0.19836 -2.484 0.880 0.132 0.079
H 8.94432 -3.38641 0.62768 1.282 1.416 -1.733 0.079
H 9.48056 -1.10851 1.48328 0.475 0.081 -2.374 0.103
H 10.75100 -0.71411 0.08575 -2.327 -1.056 0.496 0.111
H 8.79178 0.89418 -0.34920 -0.825 -2.484 -0.034 0.119
H 8.57652 -0.48217 -1.62358 -0.216 0.259 2.337 0.113
H 7.14931 -0.34356 1.35140 -0.215 -0.960 -2.412 0.121
H 6.76717 -1.77499 0.08086 0.951 2.179 0.322 0.109
H 5.48949 1.00258 0.37986 0.713 -1.456 -1.847 0.107
H 6.22534 0.95150 -1.35771 -0.460 -1.663 1.883 0.116
H 4.76431 -1.77128 -1.05163 -0.224 2.266 0.448 0.109
H 4.32245 -0.24725 -2.07075 0.452 -0.974 2.296 0.105
H 3.55629 0.20412 0.99567 -0.612 -0.963 -2.337 0.114
H 2.55857 -1.18449 0.16924 1.346 1.768 -0.564 0.110
H 1.73262 0.44906 -1.75919 1.346 0.620 1.552 0.095
H 3.22262 1.58918 -1.40764 -1.768 -1.361 0.969 0.116
H 2.07193 2.01872 1.05897 -1.179 -0.190 -1.904 0.112
H 1.33448 2.89283 -0.44875 0.009 -2.019 1.018 0.108
H 0.09077 0.88615 1.61723 -0.439 0.550 -2.563 0.126
H -0.11262 0.10141 -0.08471 0.149 2.098 0.842 0.119
H -0.77532 3.28751 0.12157 -1.089 -2.201 0.072 0.133
H -1.90619 2.10538 1.16742 1.204 0.435 -2.415 0.135
H -0.41593 1.14561 -2.72024 -2.560 0.303 0.125 0.125
H -2.12386 0.68131 -4.70073 -0.229 0.557 1.537 0.151
H -4.73384 1.06589 -4.62372 2.132 0.300 1.932 0.142
H -5.87778 1.91477 -2.29178 2.610 -0.291 -0.232 0.107
H -6.63701 1.31935 -0.30732 0.744 -1.014 2.327 0.128
H -7.16648 1.65419 1.47087 1.578 -1.484 -1.438 0.156
H -7.83795 -0.77061 0.77525 2.361 0.511 0.734 0.127
H -6.79362 -0.64028 2.34450 0.482 -0.192 -2.668 0.121
H -5.43932 -3.63266 -2.72909 -0.825 0.290 2.498 0.134
H -5.05478 -4.17438 -0.96539 -1.633 1.324 -0.937 0.125
H -8.09638 -3.86320 -2.27003 1.824 -1.295 1.334 0.088
H -7.68744 -4.80345 -0.63892 0.894 0.589 -2.149 0.081
H -7.14184 -5.48896 -2.36412 0.030 2.074 1.575 0.091
H -6.03006 -3.04773 3.47316 2.008 0.611 -1.539 0.136
H -4.83744 -1.65410 2.93006 -0.431 -2.211 -0.618 0.113
H -3.42299 -4.49574 2.59968 -1.013 1.745 1.615 0.097
H -4.15240 -4.13462 4.39974 0.975 0.781 -2.449 0.093
H -2.93903 -2.90683 3.57917 -1.584 -1.736 -0.516 0.083
C -9.58850 1.44256 -5.87603 0.012 0.192 -0.152 -0.077
C -9.12792 1.66919 -4.44636 -0.077 -0.160 -0.114 -0.279
O -7.89269 2.37362 -4.35518 0.356 -0.167 0.194 -0.201
C -7.87135 3.69298 -4.89246 -0.004 0.195 0.079 -0.280
C -8.83426 4.64107 -4.19909 -0.249 -0.080 -0.005 -0.077
H -8.79166 0.98477 -6.47198 -0.114 -0.010 0.125 0.083
H -10.46452 0.78765 -5.89535 0.119 0.080 0.021 0.082
H -9.86263 2.38276 -6.36241 -0.056 -0.106 0.029 0.071
H -8.96496 0.69473 -3.97356 0.184 0.204 0.025 0.116
H -9.89954 2.17472 -3.85737 -0.014 0.051 -0.065 0.109
H -8.04741 3.66825 -5.97257 -0.078 0.001 0.024 0.109
H -6.85146 4.06755 -4.75237 -0.059 -0.253 0.030 0.114
H -9.87444 4.36514 -4.39412 0.075 0.104 -0.020 0.071
H -8.68671 5.66488 -4.55578 0.000 -0.148 0.049 0.083
H -8.68773 4.61830 -3.11493 0.068 0.046 -0.120 0.083
C 9.28794 -0.61570 7.28879 0.110 0.212 0.057 -0.084
C 9.54504 -1.39704 6.01174 -0.122 0.081 -0.010 -0.279
O 9.50641 -0.59034 4.83782 -0.095 -0.018 -0.098 -0.177
C 10.47062 0.45503 4.75201 0.027 -0.111 -0.120 -0.281
C 11.90415 -0.04679 4.75044 0.088 -0.144 0.200 -0.082
H 8.36716 -0.02848 7.20515 0.083 -0.150 -0.005 0.082
H 9.19665 -1.29612 8.14049 0.008 0.064 -0.105 0.078
H 10.10286 0.08125 7.50295 -0.044 -0.083 0.055 0.067
H 8.75656 -2.14867 5.89771 0.097 0.176 -0.223 0.118
H 10.49072 -1.94524 6.06672 0.049 0.045 0.056 0.107
H 10.30835 1.19025 5.54659 0.061 -0.020 0.062 0.106
H 10.28146 0.97340 3.80565 -0.186 -0.193 0.116 0.115
H 12.17358 -0.48534 5.71544 0.048 0.086 -0.063 0.067
H 12.59740 0.77592 4.55106 -0.096 -0.091 0.014 0.078
H 12.04334 -0.82061 3.98937 -0.043 0.142 0.013 0.082
```
Positions in Å, forces in eV/Å.

## Properties
Orbital gap in eV: 6.083
Energy relative to the best compared isomer or geometry (same formula, charge and spin) in eV: 18.0404
Highest occupied orbital energy in eV: -10.706
Max |F| in eV Å⁻¹: 9.1
Charge: +1